Molecular formula: C35H68N3O7PS2
Method: DFT, ωB97M-V/def2-TZVPD

XYZ file:
```
116
Properties=species:S:1:pos:R:3:forces:R:3
C -1.54902 -5.14450 5.09510 0.535 0.071 0.213
O -2.61884 -4.84652 4.12572 1.069 -2.054 0.635
C -3.22436 -6.11222 3.67620 -1.238 -0.319 -0.010
C -3.57582 -6.02838 2.07655 -0.692 0.565 0.107
C -2.30361 -5.67774 1.10266 0.231 0.070 0.340
C -0.83633 -6.08434 1.71032 0.244 -0.105 -0.665
C 0.21640 -6.43158 0.46391 -0.070 -0.464 0.703
C 1.28209 -5.22426 0.15309 0.193 -0.786 -0.071
C 0.60970 -3.94925 -0.69371 0.546 -1.278 0.124
C 1.73115 -3.25529 -1.67018 0.644 0.351 0.709
C 1.51369 -1.64044 -1.92344 0.745 -0.541 -0.658
C 0.05733 -1.23814 -2.55924 0.701 -0.213 -0.566
C -0.29101 0.39320 -2.44037 -0.540 -1.322 -0.521
C -1.57485 0.53561 -1.43093 -0.799 0.561 -0.122
C -1.60085 1.90059 -0.52376 0.551 2.645 2.437
C -0.44663 2.40481 0.52543 -3.678 0.585 -1.616
C 0.91808 1.51258 0.69046 -0.567 -0.395 -0.087
C 1.34175 1.16444 2.23553 -3.263 0.365 4.385
O 0.46569 1.16177 3.26377 5.775 0.028 -6.842
N 2.83070 0.85204 2.47196 -1.504 0.552 -1.920
C 3.39221 -0.03088 1.37957 1.283 -0.884 -0.449
C 3.67114 2.10954 2.44673 1.139 1.415 0.386
C -0.71394 3.82594 1.35965 -3.362 0.589 -2.213
S 0.56064 4.55747 2.57613 -0.538 -0.348 -2.063
C -2.10798 4.72322 1.20155 1.553 -2.230 -2.989
P -2.41450 6.31767 2.20682 0.048 0.483 2.436
O -1.11521 7.46925 2.07000 -0.424 -1.905 -1.706
O -3.86421 7.15487 1.72737 2.519 0.891 -0.079
C -3.29234 4.25657 0.15345 -0.035 -1.608 -1.027
N -4.62710 4.88403 -0.19396 4.136 -3.582 -0.217
S -5.38047 3.87059 -1.40171 5.574 -0.993 2.826
N -4.16071 2.61445 -1.54810 2.509 1.927 2.705
C -2.95939 2.86660 -0.65236 -3.111 1.479 -0.600
H -1.93454 -5.87907 5.92078 0.640 1.484 -1.339
H -0.65418 -5.67476 4.55164 -1.594 0.995 0.985
H -1.15494 -4.13503 5.57666 -1.058 -2.155 -1.099
H -2.57089 -7.04961 3.97154 -1.072 1.944 -0.808
H -4.24118 -6.22555 4.28704 1.993 0.099 -1.367
H -4.15766 -7.00766 1.72567 1.469 1.963 0.904
H -4.36269 -5.14136 1.94665 1.657 -1.936 0.372
H -2.29592 -4.51312 0.92658 -0.034 -2.373 0.177
H -2.43056 -6.23162 0.06909 0.128 1.210 2.082
H -0.89378 -7.02188 2.44048 0.016 2.002 -1.669
H -0.38519 -5.18679 2.31630 -0.970 -1.734 -1.068
H -0.38390 -6.71633 -0.51725 1.223 0.650 2.008
H 0.77979 -7.42092 0.81630 -0.898 2.221 -0.961
H 2.18173 -5.72629 -0.44972 -1.931 1.292 1.084
H 1.73608 -4.88298 1.18994 -0.911 -0.471 -2.143
H -0.22086 -4.44053 -1.37500 1.382 1.284 1.551
H 0.16537 -3.21997 0.12768 0.770 -1.292 -2.031
H 2.78122 -3.37944 -1.11610 -2.161 0.353 -1.214
H 1.85419 -3.82486 -2.69522 -0.532 1.057 2.070
H 1.78771 -1.10190 -0.92127 -0.827 -0.839 -1.829
H 2.35148 -1.32421 -2.71240 -1.781 -0.479 1.753
H 0.10543 -1.54146 -3.71299 -0.130 0.654 2.507
H -0.78297 -1.90976 -2.08617 1.547 1.488 -0.800
H 0.65496 1.01005 -2.12917 -1.875 -1.211 -0.604
H -0.64951 0.70318 -3.52848 0.889 -0.287 2.437
H -1.72594 -0.43912 -0.75848 0.614 2.296 -1.198
H -2.54288 0.56433 -2.12899 2.041 0.101 1.743
H 0.72006 0.46248 0.15828 0.333 2.302 1.184
H 1.85085 1.97664 0.12342 -2.032 -0.731 1.273
H 2.82940 -1.05756 1.26107 0.934 2.140 0.346
H 3.49538 0.50993 0.32522 -0.417 -1.087 1.999
H 4.51556 -0.27662 1.70057 -2.499 0.457 -0.628
H 3.05201 3.10205 2.41560 0.908 -2.012 0.124
H 4.35261 2.15781 3.41739 -1.410 -0.215 -2.095
H 4.38730 2.12725 1.49352 -1.532 -0.058 2.017
H 1.43321 5.32436 1.74247 -1.339 -1.057 0.607
H -0.33305 7.11277 1.55487 -1.412 0.563 0.704
H -3.73901 8.11467 2.05310 -0.178 -2.141 -0.711
C 9.02733 1.06527 5.36563 0.113 -0.096 -0.070
C 7.57208 1.41374 5.09624 0.078 -0.121 -0.053
O 6.89836 0.45236 4.28759 -0.051 0.051 -0.126
C 6.82747 -0.87424 4.80553 -0.048 0.085 0.056
C 6.10747 -0.96432 6.14024 -0.112 0.096 0.101
H 9.57520 0.95292 4.42222 -0.100 0.071 0.159
H 9.50453 1.85185 5.95916 -0.076 -0.081 -0.101
H 9.12709 0.12703 5.91457 -0.006 0.073 0.062
H 7.53413 2.36277 4.55248 -0.149 -0.219 -0.098
H 7.02516 1.57211 6.03005 0.031 -0.046 0.080
H 7.83068 -1.30889 4.86711 0.012 0.010 0.078
H 6.27805 -1.46923 4.06753 0.089 0.282 -0.027
H 6.61632 -0.39250 6.91955 0.032 -0.113 -0.014
H 6.04859 -2.00590 6.47143 0.006 0.122 -0.063
H 5.09044 -0.56618 6.05375 0.131 -0.095 -0.025
C 5.29180 1.77866 -4.59514 0.073 0.136 0.048
C 4.01565 1.05411 -4.19738 0.055 0.138 0.032
O 3.08539 1.88198 -3.50362 -0.045 -0.061 0.171
C 2.60714 3.02636 -4.20703 -0.031 -0.077 -0.037
C 1.88451 2.68356 -5.49864 -0.055 -0.126 -0.085
H 5.78566 2.19823 -3.71034 -0.074 -0.123 -0.140
H 5.98296 1.08969 -5.09144 -0.098 0.069 0.095
H 5.09489 2.60453 -5.28126 0.018 -0.079 -0.051
H 4.27466 0.23593 -3.51821 -0.204 0.169 0.079
H 3.53690 0.59306 -5.06596 0.007 0.036 -0.091
H 3.42814 3.72820 -4.38737 0.007 -0.023 -0.078
H 1.90708 3.53614 -3.53580 0.164 -0.230 0.070
H 2.53854 2.17681 -6.21186 -0.007 0.114 -0.004
H 1.50649 3.59299 -5.97622 0.040 -0.109 0.084
H 1.03933 2.01579 -5.29834 0.090 0.126 0.003
C -8.55650 2.74229 -2.75051 -0.017 -0.135 0.071
C -8.19675 3.08317 -4.18790 -0.039 -0.178 0.048
O -8.20967 1.95506 -5.05925 0.075 -0.009 -0.037
C -9.45150 1.26602 -5.18656 0.058 0.108 -0.015
C -10.57551 2.13916 -5.71776 -0.039 0.151 -0.070
H -7.87131 1.98332 -2.35391 -0.080 0.149 -0.059
H -8.49672 3.63541 -2.12006 0.000 -0.107 -0.085
H -9.56907 2.34309 -2.66726 -0.001 0.094 0.018
H -7.17845 3.48372 -4.20846 -0.058 -0.200 -0.201
H -8.84540 3.87147 -4.58040 -0.087 0.021 0.042
H -9.72618 0.80481 -4.23211 -0.064 0.056 0.020
H -9.28190 0.44293 -5.88962 0.210 0.190 0.126
H -10.79364 2.97660 -5.05116 -0.058 -0.098 0.013
H -11.49228 1.55209 -5.83147 0.123 0.055 0.009
H -10.30526 2.55918 -6.69290 -0.036 -0.103 0.121
```
Positions in Å, forces in eV/Å.

Computed properties:
HOMO level ... -7.66 eV
Orbital gap ... 6.05 eV
Multiplicity ... 1
SMILES string ... COCCCCCCCCCCCCc1c(CC(=O)N(C)C)c(S)c(P(O)O)c2nsnc12.CCOCC.CCOCC.CCOCC

Here are the Mulliken charges for atoms 1 to 99, given in e: -0.522, -0.306, -0.405, -0.756, -0.301, -0.177, -0.696, -0.807, -0.056, -0.918, 0.766, -0.761, 0.098, -0.738, 0.081, -0.055, 1.041, -0.078, -0.580, 0.072, -0.571, -0.276, -0.264, -0.180, 0.040, 0.375, -0.482, -0.449, 0.145, -0.446, 0.218, -0.437, -0.038, 0.255, 0.207, 0.219, 0.330, 0.292, 0.269, 0.279, 0.100, 0.268, 0.238, 0.141, 0.326, 0.274, 0.347, 0.239, 0.282, 0.088, 0.351, 0.259, -0.497, -0.006, 0.288, 0.308, 0.038, 0.254, 0.247, 0.376, -0.471, 0.288, 0.200, 0.201, 0.216, -0.007, 0.150, 0.273, 0.173, 0.309, 0.314, -1.133, -0.329, -0.376, -0.300, -1.060, 0.302, 0.389, 0.262, 0.326, 0.354, 0.305, 0.332, 0.259, 0.394, 0.280, -1.279, -0.261, -0.317, -0.365, -1.013, 0.310, 0.401, 0.301, 0.278, 0.373, 0.358, 0.331, 0.280

Molecular formula: C35H69BBrClCuF4NSi5Te
Method: DFT, ωB97M-V/def2-TZVPD

XYZ file:
```
119
Properties=species:S:1:pos:R:3:forces:R:3
Cu 1.06455 -1.92798 -0.30000 0.288 0.018 0.853
C 0.26713 -0.45782 3.09380 -0.012 -0.051 -0.339
Si 0.96012 -1.98401 2.13399 0.215 0.090 0.344
C 0.09883 -3.45592 2.99101 0.101 0.073 -0.320
C 2.76432 -1.96964 2.79929 -0.292 -0.046 -0.285
C 3.05247 -1.95849 4.16465 0.002 -0.015 0.154
C 4.35636 -1.86488 4.62832 -0.065 -0.002 0.015
C 5.40475 -1.77765 3.72060 0.055 -0.002 -0.042
C 5.13337 -1.79862 2.36104 0.095 0.012 0.079
C 3.82287 -1.89805 1.88809 0.077 -0.052 -0.210
Si 3.44807 -1.92468 0.03081 0.043 0.101 0.140
C 4.35377 -0.35254 -0.62972 -0.128 -0.146 -0.033
C 4.35884 -3.42662 -0.70511 -0.107 0.060 0.059
H 0.49180 -0.54678 4.16061 0.025 -0.073 0.007
H -0.81518 -0.36318 2.98874 0.016 0.017 0.033
H 0.72258 0.47001 2.73522 -0.017 -0.028 0.001
H 0.16314 -3.38715 4.08124 0.042 0.079 0.004
H 0.55386 -4.39244 2.66545 -0.008 -0.010 -0.029
H -0.95552 -3.49791 2.70904 -0.005 -0.048 0.056
H 2.24216 -2.02344 4.88568 0.013 0.005 0.004
H 4.55772 -1.85622 5.69386 -0.005 -0.005 -0.003
H 6.42677 -1.69877 4.07486 -0.006 -0.001 -0.007
H 5.95810 -1.73228 1.65581 -0.001 -0.014 0.017
H 5.42311 -0.53867 -0.77353 0.010 -0.012 0.026
H 4.25078 0.46198 0.09211 -0.046 -0.018 0.018
H 3.95016 0.00242 -1.58239 0.031 0.015 -0.011
H 5.42784 -3.41860 -0.46822 0.006 0.080 0.021
H 4.25443 -3.47573 -1.79236 0.023 -0.025 0.000
H 3.92439 -4.34201 -0.29780 -0.050 0.024 -0.026
C 2.70207 2.81457 1.71904 -0.005 -0.004 -0.034
C 1.59680 3.85339 1.46621 -0.028 -0.033 -0.123
C 0.56404 3.68943 2.59105 -0.017 0.010 -0.102
C 2.20248 5.26194 1.56169 -0.061 -0.015 -0.101
Si 0.75589 3.57869 -0.24894 -0.068 -0.142 -0.030
Br 0.35512 1.35558 -0.37609 0.066 -0.024 0.030
C 1.91092 3.94650 -1.76173 -0.077 0.027 0.086
C 3.36252 3.55488 -1.44934 -0.076 -0.010 0.060
C 1.88564 5.44308 -2.11172 -0.058 -0.038 0.101
C 1.49736 3.13879 -3.00144 -0.061 0.028 -0.012
C -1.01256 4.36453 -0.39342 0.151 -0.010 -0.046
C -1.53281 4.18961 -1.82844 0.091 0.012 0.035
C -2.03064 3.68097 0.53303 0.064 -0.015 0.007
C -0.97857 5.86464 -0.06484 0.087 -0.074 0.026
H 3.07728 2.93415 2.74032 -0.003 0.028 0.014
H 3.54754 2.93006 1.04277 -0.022 -0.046 0.048
H 2.32744 1.79398 1.62665 0.047 0.000 0.007
H 1.07493 3.73214 3.55768 0.029 -0.002 0.004
H 0.05623 2.72416 2.52845 -0.033 0.034 0.042
H -0.18262 4.48517 2.57753 0.020 -0.027 0.034
H 2.64160 5.40665 2.55378 0.001 -0.013 0.017
H 1.44782 6.03852 1.41551 0.064 0.024 0.021
H 2.99378 5.41531 0.82574 0.000 0.034 0.048
H 3.79128 4.17181 -0.65860 0.033 -0.054 -0.031
H 3.97358 3.70045 -2.34610 -0.017 0.008 -0.033
H 3.44448 2.50445 -1.16209 0.027 0.023 0.007
H 2.13794 6.06244 -1.24690 -0.002 0.050 -0.062
H 0.90939 5.75695 -2.48462 0.040 0.038 0.004
H 2.62003 5.65082 -2.89644 0.019 -0.019 -0.006
H 1.61589 2.06827 -2.83508 -0.011 -0.016 0.006
H 2.14253 3.41742 -3.84180 0.016 0.039 0.013
H 0.46495 3.32063 -3.29897 0.045 -0.041 -0.028
H -1.56161 3.13526 -2.11143 0.000 0.011 -0.041
H -0.92293 4.73197 -2.55200 -0.060 -0.036 -0.024
H -2.55239 4.58235 -1.89696 -0.015 0.011 0.033
H -2.04164 2.60035 0.39128 -0.034 -0.019 0.016
H -3.03295 4.05501 0.29869 0.001 0.050 0.000
H -1.83981 3.88237 1.58551 -0.051 -0.032 -0.039
H -0.28033 6.40540 -0.70713 -0.042 0.053 0.057
H -0.69426 6.03714 0.97521 -0.027 0.044 -0.030
H -1.97336 6.29808 -0.21095 -0.017 -0.007 -0.009
Cl 3.51242 -1.66261 -5.39696 -0.017 -0.026 0.042
C 2.03017 -1.60378 -4.49210 0.060 0.068 -0.528
C 0.82036 -1.48062 -5.15410 -0.032 -0.001 0.580
C -0.30769 -1.41457 -4.34857 0.046 0.074 -0.524
C -0.17636 -1.46666 -2.97766 0.003 0.106 0.357
N 0.99801 -1.58616 -2.34486 -0.348 -0.166 -0.803
C 2.08646 -1.66134 -3.11717 0.010 0.003 0.532
H 0.76818 -1.42916 -6.23144 0.019 -0.028 -0.025
H -1.28816 -1.31400 -4.79497 -0.026 -0.016 0.071
H -1.04227 -1.39790 -2.33554 -0.015 -0.048 0.012
H 3.03844 -1.75924 -2.61598 -0.006 -0.046 -0.001
C -2.35587 -4.43590 -3.12950 -0.096 0.158 0.278
Si -3.86555 -3.64392 -2.35035 -0.419 -0.033 -0.180
C -4.71046 -4.80612 -1.12720 0.220 0.106 -0.108
C -5.10680 -3.21756 -3.72668 0.148 -0.072 0.151
C -3.52235 -2.01974 -1.45070 0.178 -0.409 0.006
Te -2.05349 -2.22705 0.14342 -0.363 0.600 -0.143
C -2.72293 -0.31072 0.93683 0.055 -0.184 0.056
Si -4.00970 -0.52421 2.28483 -0.210 -0.094 0.225
C -5.56901 -1.32924 1.57371 0.224 0.147 -0.044
C -3.39681 -1.66189 3.65999 0.034 0.193 -0.193
C -4.44843 1.17419 3.00539 0.052 -0.182 -0.101
H -2.62233 -5.39194 -3.58572 -0.045 0.002 -0.007
H -1.57804 -4.63403 -2.38864 -0.004 -0.007 -0.036
H -1.91692 -3.80583 -3.90514 -0.024 0.029 -0.046
H -5.03521 -5.72911 -1.61252 0.025 0.004 -0.030
H -5.58880 -4.33669 -0.67736 0.005 0.043 -0.016
H -4.02037 -5.07532 -0.32405 0.002 -0.010 -0.008
H -5.42995 -4.11471 -4.26073 0.010 -0.006 0.005
H -4.66322 -2.53814 -4.45961 0.013 -0.002 0.010
H -5.99606 -2.73128 -3.31859 -0.004 -0.005 0.013
H -4.44083 -1.69251 -0.96019 -0.033 -0.045 -0.009
H -3.21458 -1.22213 -2.13206 0.101 -0.007 0.040
H -3.11560 0.24809 0.08473 -0.001 0.006 -0.021
H -1.83852 0.21978 1.28929 -0.005 0.006 0.021
H -5.31428 -2.31208 1.16798 -0.019 -0.010 0.006
H -6.01118 -0.73447 0.77005 0.005 0.002 0.005
H -6.33159 -1.47345 2.34180 0.031 0.022 0.048
H -3.09513 -2.61925 3.23013 0.001 -0.013 0.028
H -4.18020 -1.85710 4.39590 -0.053 0.051 -0.032
H -2.53409 -1.25103 4.18783 0.003 -0.002 -0.006
H -4.84552 1.84203 2.23658 0.002 -0.019 -0.017
H -3.56436 1.65359 3.43326 0.018 -0.026 -0.003
H -5.19822 1.08993 3.79579 -0.002 -0.018 0.000
F -0.78596 -4.70846 -0.12949 0.212 -0.297 -0.143
B 0.36471 -5.46202 -0.56905 -0.149 0.128 0.222
F 0.67509 -5.03168 -1.87300 0.057 0.061 -0.069
F 0.04725 -6.82054 -0.55368 0.046 0.102 -0.041
F 1.43104 -5.17567 0.29583 -0.027 -0.010 -0.064
```
Positions in Å, forces in eV/Å.

Computed properties:
HOMO level (spin up / spin down) ... -2.90 / -5.09 eV
Net charge ... -1
Orbital gap (spin up / spin down) ... 4.87 / 7.05 eV
Multiplicity ... 2
Energy above the lowest of the compared OMol25 structures with the same formula, charge and spin ... 11.3 kcal/mol

Here are the Mulliken charges for atoms 1 to 99, given in e: 0.580, 0.121, 1.003, -0.882, 0.550, -0.363, -0.723, -0.751, -0.406, 0.171, 0.269, -1.173, -1.292, 0.635, -0.393, -0.621, 0.376, 0.322, 0.139, 0.266, 0.391, 0.373, 0.304, 0.535, 0.115, 0.200, 0.412, 0.324, 0.272, -1.949, 2.733, -2.090, -1.767, -1.283, -0.162, 2.886, -2.102, -1.888, -1.818, 2.918, -2.056, -2.409, -1.792, 0.606, 0.333, 0.183, 0.622, 0.308, 0.393, 0.507, 0.297, 0.307, 0.348, 0.635, 0.269, 0.333, 0.317, 0.534, 0.260, 0.550, 0.236, 0.271, 0.349, 0.607, 0.289, 0.605, 0.240, 0.286, 0.303, 0.520, -0.261, -0.068, -0.404, -0.869, -0.208, 1.456, -0.839, 0.500, 0.562, 0.103, 0.090, -0.429, 0.081, -1.024, -1.154, -0.956, -0.533, 0.394, 0.386, -0.979, -0.948, -1.156, 0.431, -0.006, 0.156, 0.365, 0.297, 0.300, 0.307